Entry 1:
This record from OMol25 describes a structure of composition C31H72AsBrO9P2SSiTi. The level of theory is ωB97M-V/def2-TZVPD.

```
119
Properties=species:S:1:pos:R:3:forces:R:3
Br -0.39150 -3.41495 1.40462 0.1 -0.6 0.4
As -2.91615 -2.18720 -0.63778 -1.5 -1.0 -0.7
Ti -0.88254 -1.16223 0.62553 0.8 -1.1 -1.2
S 0.39132 -1.34238 -1.34716 0.1 0.1 -0.6
P 0.33018 0.54877 3.12291 0.8 0.6 0.9
P -2.03444 1.07391 1.49181 -1.1 1.7 -0.1
Si 2.28763 -0.61575 -1.89119 -0.3 -0.1 0.2
O 0.43658 -0.37249 1.95367 -0.1 0.4 0.6
O -1.94667 0.81688 -0.27451 0.1 -0.1 1.3
O -2.28983 -0.42193 1.73348 -0.1 -0.4 0.2
O 2.13634 0.47366 -3.10668 0.0 0.0 -0.1
O 3.03413 0.07440 -0.61997 0.1 0.1 0.0
O 0.97943 -0.02046 4.45916 -0.2 0.2 -0.5
O 3.19138 -1.84508 -2.45994 0.1 -0.1 -0.2
O 1.30214 1.75543 2.80437 -0.2 -0.1 0.0
O -3.50076 1.73860 1.66108 0.1 0.0 -0.2
C -0.25045 -0.10673 6.55328 0.1 0.0 -0.2
C 0.40549 -0.91639 5.44449 -0.2 -0.2 0.3
C 2.64156 2.42951 -0.38466 -0.1 -0.2 0.0
C -5.14439 -1.17050 -2.36323 0.1 -0.1 0.1
C 3.69058 1.31970 -0.39477 0.1 0.2 0.1
C 2.95477 2.70298 4.28529 -0.1 -0.1 -0.1
C -2.20709 1.79493 -1.27231 0.1 0.3 -0.3
C -1.27830 1.27655 3.42811 0.2 -0.4 -0.8
C 3.76658 -4.12229 -2.74330 0.0 0.1 0.0
C -4.42725 3.83975 0.91876 0.1 -0.1 0.0
C 4.74262 1.58238 -1.47051 -0.1 -0.1 0.0
C 1.33300 4.13335 2.95847 -0.1 -0.2 0.0
C 1.94531 0.29440 -4.52142 0.1 0.2 -0.2
C 1.38228 1.61346 -5.04207 0.0 -0.1 0.1
C -3.66603 3.11713 2.01795 -0.1 0.4 0.2
C 1.55196 2.84025 3.72210 0.1 0.3 0.2
C -4.40113 3.18367 3.34725 0.1 -0.1 -0.1
C -0.52363 -1.94362 4.83029 0.2 0.1 -0.1
C -2.75003 -3.19443 -2.33655 0.4 0.1 0.3
C -4.51029 -1.04181 -0.98177 0.3 0.2 0.0
C 5.33010 -2.50418 -1.63216 -0.1 0.0 0.0
C -3.82242 -3.57900 0.45003 0.1 0.2 -0.1
C 0.97278 -0.84022 -4.83829 0.1 0.0 0.3
C 3.87158 -2.92341 -1.80582 0.1 -0.2 0.1
C 3.30398 0.01764 -5.16694 -0.1 0.0 0.2
C -1.67639 -4.27775 -2.21377 -0.1 0.1 0.0
C 4.34186 1.20974 0.98037 -0.1 -0.1 -0.1
C -1.85474 1.19762 -2.62628 -0.1 0.0 0.2
C -5.10843 -4.16370 -0.12251 0.2 0.1 0.0
C 3.24369 -3.25638 -0.45421 -0.1 0.1 -0.2
C -1.43838 3.09112 -1.03484 -0.1 -0.2 0.1
H 4.78948 2.16521 1.26246 0.0 0.0 0.0
H 3.30209 -2.39725 0.21645 0.0 0.0 0.0
H 5.90958 -3.30368 -1.16774 0.0 0.0 0.0
H -2.10328 1.90650 -3.41822 0.0 0.0 0.0
H 3.13841 3.49764 5.00875 0.0 0.0 0.0
H 0.79600 -0.88034 -5.91399 0.0 0.0 0.0
H -2.46874 -2.47573 -3.10910 0.0 0.0 0.0
H -1.18268 2.30099 3.77743 0.0 0.0 0.0
H -5.86634 -3.39610 -0.28645 0.0 0.0 0.0
H 5.76613 -2.26962 -2.60485 0.0 0.0 0.0
H 3.58418 0.92954 1.71193 0.0 0.0 0.0
H 2.71673 -4.37890 -2.89213 0.0 0.0 0.0
H -5.23940 -1.26741 -0.20241 0.1 0.0 0.0
H -5.39431 3.35966 0.76345 0.0 0.0 0.0
H 0.00877 -2.56948 4.11903 0.0 0.0 -0.1
H -4.00732 -3.10596 1.41746 0.0 0.0 0.0
H 4.28654 -4.98290 -2.32004 0.0 0.0 0.0
H 2.14955 2.46307 -1.35821 0.0 0.1 0.0
H -1.54514 3.41707 0.00273 0.0 0.1 -0.1
H 5.49892 0.79555 -1.46491 0.0 0.0 0.0
H -2.67704 3.58176 2.13466 0.0 -0.1 0.0
H 3.09434 3.40143 -0.17925 0.0 0.0 0.0
H -0.71070 -3.82683 -1.99199 0.1 -0.1 0.0
H -1.35199 -1.46287 4.30326 0.0 -0.1 0.0
H 4.26704 1.60418 -2.45094 0.0 0.0 0.0
H 1.98767 4.16622 2.08668 0.0 0.0 0.0
H 3.76674 -4.09900 0.00011 0.0 0.0 0.0
H 2.03600 2.44104 -4.76230 0.0 0.0 0.0
H 5.12024 0.44445 0.97358 0.0 0.0 0.0
H -5.99255 -0.49075 -2.46181 0.0 0.0 0.0
H 1.27685 -1.42506 5.85942 0.0 0.0 -0.1
H -1.58961 -4.83854 -3.14645 0.0 0.0 0.0
H -5.50012 -2.18616 -2.53919 0.0 0.0 -0.1
H -5.52135 -4.90028 0.56841 0.0 0.0 0.0
H 0.29900 4.19322 2.61304 0.0 0.1 0.0
H -5.40407 2.77013 3.23401 0.0 0.0 0.0
H -1.81530 3.87974 -1.68821 0.0 0.0 0.0
H -4.92163 -4.66794 -1.07175 -0.1 0.0 0.0
H -4.47977 4.21685 3.68628 0.0 0.0 0.0
H -2.40648 0.26909 -2.78422 0.0 0.0 -0.1
H 1.90620 2.19993 0.38961 0.0 0.1 -0.1
H 0.83997 2.78222 4.55216 0.0 -0.1 0.0
H 1.30770 1.57746 -6.13002 0.0 0.0 0.0
H -3.71053 -3.63156 -2.60395 -0.1 0.1 0.0
H 3.73851 -0.87331 -4.71649 0.1 0.0 0.0
H 1.54490 4.98997 3.59816 0.0 0.0 0.0
H -0.51390 -0.76982 7.37732 0.0 0.0 0.0
H -1.94933 0.68475 4.04192 0.0 0.0 0.0
H -3.87081 2.60489 4.10402 0.0 0.0 0.0
H -3.28283 2.01431 -1.24670 0.0 -0.1 0.1
H 0.43650 0.65477 6.92474 0.0 0.0 0.0
H -0.38182 2.94079 -1.24189 0.2 0.0 0.0
H 5.38171 -1.61518 -1.00156 0.0 0.0 0.0
H 0.02558 -0.68471 -4.32190 0.0 0.0 0.0
H 2.19302 -3.52177 -0.57894 0.0 0.0 0.1
H 3.69769 2.76361 3.48921 0.0 0.0 0.0
H 3.18795 -0.13966 -6.24053 0.0 0.0 0.0
H -1.91329 -4.98014 -1.41283 0.0 0.0 0.0
H -4.42822 -0.92327 -3.14829 0.0 0.0 0.0
H 4.20826 -3.87979 -3.71124 0.0 0.0 0.0
H -3.08561 -4.36304 0.61869 0.1 0.0 0.0
H -1.15921 0.38283 6.20315 0.0 0.0 0.0
H 5.23208 2.54056 -1.28817 0.0 0.0 0.0
H -0.79018 0.96740 -2.65519 0.0 0.0 0.0
H -4.58967 4.88126 1.19771 0.0 0.0 0.0
H 0.39017 1.79410 -4.62632 0.0 0.0 0.0
H -0.93617 -2.58209 5.61144 0.0 0.0 0.0
H -4.18656 -0.01499 -0.81143 0.0 0.0 0.0
H 1.38333 -1.79492 -4.50494 0.0 0.0 0.0
H 3.05480 1.73697 4.77900 0.1 0.0 0.0
H -3.87016 3.81503 -0.01649 0.0 0.0 0.0
H 3.97702 0.86193 -5.00566 0.0 0.0 0.0
```
Forces are in eV/Å.

The energy above the lowest of the compared OMol25 structures with the same formula, charge and spin is 239.12 kJ/mol. As for the expectation value of S²: 2.01. The spin multiplicity is 3. As for the gap between HOMO and LUMO (alpha / beta): 7.54 / 7.31 eV. The calculation puts the HOMO energy (alpha / beta) at -7.2 / -7.7 eV. Its LUMO energy (alpha / beta) is 0.014 / -0.016 Eh.

Löwdin population analysis, charges in e, atoms 1 to 99: atom 1 (Br): 0.1751, atom 2 (As): 1.1872, atom 3 (Ti): 0.1519, atom 4 (S): 0.4214, atom 5 (P): 0.5027, atom 6 (P): 0.6981, atom 7 (Si): -0.0907, atom 8 (O): -0.3827, atom 9 (O): -0.3770, atom 10 (O): -0.4771, atom 11 (O): -0.1546, atom 12 (O): -0.1301, atom 13 (O): -0.1635, atom 14 (O): -0.1495, atom 15 (O): -0.1891, atom 16 (O): -0.2193, atom 17 (C): -0.0429, atom 18 (C): -0.4151, atom 19 (C): -0.0208, atom 20 (C): -0.1633, atom 21 (C): -0.6301, atom 22 (C): -0.0295, atom 23 (C): -0.4805, atom 24 (C): -0.2076, atom 25 (C): -0.0262, atom 26 (C): -0.0348, atom 27 (C): -0.0158, atom 28 (C): -0.0266, atom 29 (C): -0.6338, atom 30 (C): -0.0269, atom 31 (C): -0.4867, atom 32 (C): -0.4501, atom 33 (C): -0.0405, atom 34 (C): -0.0554, atom 35 (C): -0.4034, atom 36 (C): -0.3803, atom 37 (C): -0.0217, atom 38 (C): -0.4241, atom 39 (C): -0.0391, atom 40 (C): -0.6366, atom 41 (C): -0.0239, atom 42 (C): -0.1779, atom 43 (C): -0.0205, atom 44 (C): -0.0433, atom 45 (C): -0.1606, atom 46 (C): -0.0476, atom 47 (C): -0.0385, atom 48 (H): 0.0853, atom 49 (H): 0.0823, atom 50 (H): 0.0871, atom 51 (H): 0.0925, atom 52 (H): 0.0873, atom 53 (H): 0.0902, atom 54 (H): 0.0587, atom 55 (H): 0.0484, atom 56 (H): 0.0549, atom 57 (H): 0.0877, atom 58 (H): 0.0736, atom 59 (H): 0.0872, atom 60 (H): 0.0638, atom 61 (H): 0.0929, atom 62 (H): 0.0311, atom 63 (H): 0.0660, atom 64 (H): 0.0862, atom 65 (H): 0.0767, atom 66 (H): 0.0537, atom 67 (H): 0.0828, atom 68 (H): 0.1198, atom 69 (H): 0.0875, atom 70 (H): 0.0113, atom 71 (H): 0.0705, atom 72 (H): 0.0723, atom 73 (H): 0.0775, atom 74 (H): 0.0921, atom 75 (H): 0.0869, atom 76 (H): 0.0865, atom 77 (H): 0.0709, atom 78 (H): 0.1440, atom 79 (H): 0.0705, atom 80 (H): 0.0577, atom 81 (H): 0.0698, atom 82 (H): 0.0738, atom 83 (H): 0.0893, atom 84 (H): 0.0904, atom 85 (H): 0.0598, atom 86 (H): 0.0854, atom 87 (H): 0.0640, atom 88 (H): 0.0730, atom 89 (H): 0.1262, atom 90 (H): 0.0873, atom 91 (H): 0.0500, atom 92 (H): 0.0755, atom 93 (H): 0.0877, atom 94 (H): 0.0862, atom 95 (H): 0.0476, atom 96 (H): 0.0708, atom 97 (H): 0.1243, atom 98 (H): 0.0825, atom 99 (H): 0.0769

Entry 2:
This record from OMol25 describes a cluster of 4 separate species, C31H72Br2I2N7O2P2 in total. The level of theory is ωB97M-V/def2-TZVPD.

```
118
Properties=species:S:1:pos:R:3:forces:R:3
I -0.95905 0.45931 -5.33464 -0.6 0.7 -1.1
I -5.01823 0.34101 -4.04858 0.0 -1.7 -0.4
Br -3.55112 1.88645 -0.66768 4.0 6.0 0.0
Br -4.44257 -0.39739 -0.99698 -1.0 -6.7 -1.7
P 0.49282 -1.16894 -3.45678 5.9 -0.8 0.0
P 0.09749 1.06698 -0.87959 0.4 -1.4 4.0
O -5.39354 -4.68025 -3.34882 1.5 1.4 1.5
O -3.35736 2.13629 -3.40125 3.5 1.6 2.4
N 1.02324 2.56045 -3.39378 -0.7 0.6 -0.2
N -1.03221 -0.21033 -3.32029 0.6 -0.6 -0.9
N -5.42555 9.07363 -2.85351 -0.3 -0.1 -0.1
N 1.86078 -0.33148 -3.33937 -1.6 -1.4 0.2
N 3.82783 -5.86734 1.83055 0.2 -0.1 -0.1
N 5.04882 -4.61716 7.85369 -0.1 -0.3 -0.3
N -0.65683 1.02899 0.52899 0.7 -0.7 -0.7
C 5.05727 -2.20655 7.00141 0.0 0.3 -0.2
C -6.33440 9.41919 -3.95230 -0.1 -0.3 0.1
C -2.20111 -1.22284 -3.11463 -3.2 -0.5 1.2
C -1.02707 1.08453 -2.47153 -0.9 2.7 -0.2
C -4.95787 10.20780 -2.05353 0.1 -0.3 0.3
C 6.83469 -4.79692 6.02832 0.2 0.0 -0.3
C -3.85899 11.08371 -2.64619 0.1 0.4 0.0
C -5.21790 3.94347 -2.95235 0.1 -1.0 -0.9
C 3.55644 -5.46739 0.44801 -0.3 -0.2 0.2
C 5.95876 -4.42028 8.98667 -0.3 0.0 0.0
C 5.24288 -6.08994 2.14814 -0.1 -0.3 0.1
C -3.60420 3.54785 -3.16256 -0.5 3.5 -1.7
C 5.28429 -3.85487 10.23427 -0.1 0.1 0.0
C 5.64485 -5.40083 6.76586 -0.1 -0.2 0.3
C 1.59587 -5.12098 2.70518 0.0 0.0 -0.1
C 4.27850 -3.44686 7.42703 -0.1 -0.1 0.4
C -0.16481 -2.69228 0.07649 -3.7 1.1 -3.1
C 3.11317 -5.12667 2.87508 -0.1 -0.2 -0.3
C -3.63726 7.50324 -2.05378 0.0 0.1 0.1
C -2.05403 -2.37724 -1.97098 2.1 -1.4 1.7
C -2.63404 1.40301 -2.36721 -2.7 -2.2 0.1
C -4.90838 -3.30510 -3.70632 -0.2 -1.4 -0.1
C -0.44353 2.48843 -3.04865 1.1 2.9 -0.1
C 3.83879 -4.01856 0.06437 0.1 0.3 -0.3
C -3.38581 -3.49972 -4.26806 -0.2 -0.6 -0.8
C -5.74041 10.12351 -5.16701 -0.1 0.2 -0.3
C 6.14649 -4.86613 2.24894 0.3 0.1 0.0
C -2.50154 -2.13456 -4.45214 -0.6 -0.6 -2.0
C -4.41310 8.08336 -3.23388 -0.1 0.2 0.3
C -3.34092 -0.10274 -2.63700 -0.7 0.4 -0.2
C -1.36330 -2.00598 -0.54842 3.1 -1.4 2.7
H 6.80245 -3.77444 8.72014 0.2 0.1 0.0
H 0.99240 -0.10036 -0.86017 -0.7 1.2 -0.9
H 0.23180 -3.64580 -0.52245 -0.5 2.3 1.5
H -1.51022 -2.51744 -4.99984 -1.9 1.1 1.6
H 6.38209 -5.39084 9.27066 -0.1 0.0 -0.3
H -5.81110 10.84470 -1.78874 0.0 -0.2 -0.2
H -0.54485 3.23852 -2.11651 -0.4 -1.9 -1.9
H 5.29374 -6.62762 3.10413 -0.2 0.1 -0.1
H 2.50201 -5.67745 0.23049 0.0 0.0 0.2
H -4.31311 7.05966 -1.31508 0.0 0.1 0.0
H 4.44703 -4.48516 10.55199 0.1 0.1 -0.1
H -2.96200 6.71598 -2.40508 0.0 0.1 0.0
H -5.68244 3.97425 -4.05131 0.9 0.1 2.5
H 3.60006 -3.73272 6.61355 0.2 -0.2 0.1
H -3.69897 8.49244 -3.95682 0.2 0.0 -0.1
H -3.02252 8.25866 -1.55580 -0.1 -0.1 0.0
H 4.10454 -6.12605 -0.23719 0.1 0.0 0.3
H -7.16111 10.02724 -3.56078 0.3 -0.1 0.1
H 4.91527 -2.83741 10.07573 0.0 -0.1 0.0
H 1.19564 2.80784 -4.39982 -0.3 -0.4 1.6
H -5.35735 4.99699 -2.44527 0.4 -2.3 -0.9
H 0.32855 -2.36906 1.08713 -1.3 -0.7 -2.1
H -0.37055 0.16050 1.04086 -0.6 1.1 -0.7
H -6.46162 10.10143 -5.99281 0.1 0.0 0.1
H 5.95887 -6.36823 7.17955 -0.1 0.2 0.1
H 3.46249 -4.09094 2.94728 0.0 0.2 0.1
H -3.39972 11.68337 -1.85260 0.0 -0.1 -0.1
H -3.06140 10.50169 -3.11449 -0.1 0.0 0.0
H -2.89628 4.09288 -2.40599 -1.4 -1.6 -1.1
H 7.58988 -4.39482 6.70977 -0.1 0.0 -0.1
H -4.25721 11.78530 -3.38142 0.1 -0.1 0.0
H -4.82475 9.64315 -5.52366 -0.1 0.1 0.1
H 1.54326 3.21945 -2.77335 -0.7 -0.8 -1.0
H 7.32228 -5.57068 5.42323 0.0 0.1 0.1
H 5.44410 -2.30410 5.98544 0.1 0.0 0.1
H -5.52796 11.17438 -4.96463 0.1 -0.1 0.0
H -1.34244 -3.21684 -2.43880 -1.8 1.7 1.0
H 7.09519 -5.14858 2.72092 -0.2 0.0 -0.1
H 3.31929 -5.59713 3.84360 0.2 0.0 -0.2
H 1.28565 -4.57911 1.80703 0.0 -0.1 0.0
H 4.39165 -1.33634 7.00463 0.1 -0.1 0.0
H -5.61870 -2.95851 -4.58981 1.6 -0.5 2.1
H -3.52088 -3.92492 -5.37879 0.4 1.0 2.4
H -1.00821 3.03608 -3.89848 0.3 -1.6 1.5
H 5.88959 -1.97957 7.67218 -0.1 -0.1 0.0
H 6.00410 -3.81383 11.05850 -0.1 0.0 -0.1
H -3.08512 -2.88411 -1.64262 2.1 1.5 -1.4
H -4.91262 7.24087 -3.72636 -0.2 0.2 -0.1
H 6.39375 -4.46076 1.26662 0.0 0.1 0.1
H -3.09967 -1.57198 -5.31571 1.4 -0.7 2.2
H 0.51669 -1.76631 -4.80044 -1.0 0.6 1.4
H 5.70700 -4.06968 2.85631 0.0 -0.1 -0.1
H 0.96385 2.25287 -0.79929 -0.9 -1.0 -1.2
H 3.60566 -3.16178 8.24513 0.2 -0.1 0.0
H -5.78175 3.07107 -2.39861 1.2 2.0 -0.8
H 6.52890 -4.00744 5.34012 0.1 0.0 0.1
H 4.86656 -5.65369 6.03322 0.0 0.2 0.2
H 3.49102 -3.30682 0.81715 0.0 -0.1 0.0
H 1.19932 -6.14042 2.65319 0.1 0.1 -0.1
H -4.99803 -4.86823 -2.42741 -1.0 0.3 -2.2
H -4.60393 9.82461 -1.08857 0.0 -0.1 -0.2
H -1.89386 -1.22895 0.14394 1.1 -1.3 -1.7
H -3.35550 4.07940 -4.20808 -0.3 -1.2 2.2
H 0.61744 -2.25050 -2.52794 -1.1 0.4 -0.4
H 4.90275 -3.84946 -0.11098 -0.1 0.1 0.1
H 1.12879 -4.62330 3.56152 0.1 -0.1 -0.1
H -2.80965 -4.38580 -3.71141 -1.4 2.2 -0.9
H -5.01646 -2.67615 -2.72967 0.3 -0.6 -2.1
H 3.32168 -3.77933 -0.87141 0.0 0.0 0.0
H 5.67289 -6.78709 1.41636 -0.2 0.1 0.0
H -6.81282 8.49351 -4.29845 0.2 0.0 0.1
H 2.42676 -0.74894 -2.56886 -0.7 0.7 -0.6
```
Forces are in eV/Å.

Its net charge is +1. As for the gap between HOMO and LUMO: 3.81 eV. The calculation puts the HOMO energy at -9.3 eV. Its LUMO energy is -0.201 Eh.

Löwdin population analysis, charges in e, atoms 1 to 99: atom 1 (I): 1.2867, atom 2 (I): 1.0586, atom 3 (Br): 0.7210, atom 4 (Br): 0.5685, atom 5 (P): 0.6254, atom 6 (P): 0.7973, atom 7 (O): -0.1472, atom 8 (O): -0.5369, atom 9 (N): -0.0588, atom 10 (N): -0.5492, atom 11 (N): -0.1891, atom 12 (N): -0.2814, atom 13 (N): -0.1843, atom 14 (N): -0.1879, atom 15 (N): -0.3401, atom 16 (C): -0.0895, atom 17 (C): -0.2508, atom 18 (C): -0.4335, atom 19 (C): -0.4598, atom 20 (C): -0.2475, atom 21 (C): -0.0919, atom 22 (C): -0.0886, atom 23 (C): -0.1016, atom 24 (C): -0.2471, atom 25 (C): -0.2679, atom 26 (C): -0.2416, atom 27 (C): -0.3047, atom 28 (C): -0.0922, atom 29 (C): -0.2478, atom 30 (C): -0.0857, atom 31 (C): -0.2498, atom 32 (C): -0.0123, atom 33 (C): -0.2631, atom 34 (C): -0.0969, atom 35 (C): -0.1981, atom 36 (C): -0.6943, atom 37 (C): -0.2536, atom 38 (C): -0.3759, atom 39 (C): -0.0954, atom 40 (C): -0.1830, atom 41 (C): -0.0926, atom 42 (C): -0.0926, atom 43 (C): -0.2619, atom 44 (C): -0.2720, atom 45 (C): -0.8535, atom 46 (C): -0.1837, atom 47 (H): 0.0957, atom 48 (H): 0.0083, atom 49 (H): 0.0805, atom 50 (H): 0.0991, atom 51 (H): 0.1183, atom 52 (H): 0.1178, atom 53 (H): 0.1420, atom 54 (H): 0.1090, atom 55 (H): 0.0956, atom 56 (H): 0.0765, atom 57 (H): 0.0800, atom 58 (H): 0.0567, atom 59 (H): 0.0941, atom 60 (H): 0.1083, atom 61 (H): 0.0967, atom 62 (H): 0.0683, atom 63 (H): 0.1180, atom 64 (H): 0.1149, atom 65 (H): 0.0635, atom 66 (H): 0.0811, atom 67 (H): 0.0839, atom 68 (H): 0.0806, atom 69 (H): -0.0262, atom 70 (H): 0.0745, atom 71 (H): 0.1116, atom 72 (H): 0.0954, atom 73 (H): 0.0754, atom 74 (H): 0.0677, atom 75 (H): 0.1069, atom 76 (H): 0.0706, atom 77 (H): 0.0567, atom 78 (H): 0.0667, atom 79 (H): 0.0798, atom 80 (H): 0.0703, atom 81 (H): 0.0512, atom 82 (H): 0.0568, atom 83 (H): 0.1162, atom 84 (H): 0.0720, atom 85 (H): 0.1108, atom 86 (H): 0.0279, atom 87 (H): 0.0726, atom 88 (H): 0.1308, atom 89 (H): 0.1451, atom 90 (H): 0.1008, atom 91 (H): 0.0704, atom 92 (H): 0.0744, atom 93 (H): 0.1294, atom 94 (H): 0.1044, atom 95 (H): 0.0555, atom 96 (H): 0.0643, atom 97 (H): 0.0089, atom 98 (H): 0.0615, atom 99 (H): 0.0561